Entry 1:
{
  "formula": "C12H15N2O2S2",
  "method": "ωB97M-V/def2-TZVPD",
  "orbital_gap_ha": 0.177,
  "total_charge": -1,
  "multiplicity": 1,
  "e_above_lowest_kcal_mol": 64.3,
  "e_lumo_ev": 3.0697,
  "elements": ["C", "N", "C", "C", "S", "S", "H", "H", "H", "H", "H", "H", "C", "C", "C", "C", "C", "C", "C", "N", "O", "O", "C", "C", "H", "H", "H", "H", "H", "H", "H", "H", "H"],
  "positions_angstrom": [[4.79408, 1.69061, 0.29699], [3.48968, 1.41802, -0.29602], [2.97964, 2.50410, -1.13116], [3.02527, 0.15363, -0.31183], [3.95054, -1.14939, 0.11063], [1.33915, -0.14751, -0.80902], [4.96961, 1.01544, 1.14167], [5.59404, 1.54681, -0.44471], [4.78770, 2.73023, 0.63404], [1.98800, 2.27602, -1.53753], [2.93336, 3.41755, -0.52214], [3.68384, 2.70166, -1.95693], [-5.41452, -1.67366, -1.10391], [-4.05158, -1.44689, -0.52579], [-3.20630, -2.53515, -0.29007], [-1.88635, -2.33810, 0.10726], [-1.35713, -1.03142, 0.25531], [0.06023, -0.81185, 0.57004], [0.60448, 0.53451, 0.84274], [1.52123, 0.56070, 2.03204], [2.09157, 1.63022, 2.33013], [1.71684, -0.53000, 2.58930], [-2.26830, 0.04775, 0.18621], [-3.59022, -0.15577, -0.22048], [-5.95927, -0.72878, -1.20278], [-5.34142, -2.11779, -2.10829], [-6.00334, -2.37034, -0.48959], [-3.59873, -3.54335, -0.44365], [-1.23685, -3.18938, 0.32958], [0.56524, -1.62912, 1.09134], [0.01912, 1.44468, 0.71916], [-1.92466, 1.03734, 0.47448], [-4.27496, 0.68923, -0.31701]],
  "forces_ev_per_angstrom": [[-0.2, 0.1, 0.1], [0.3, 0.2, 0.2], [0.0, 0.0, 0.4], [0.9, 0.9, -0.9], [0.0, -0.2, 0.0], [-0.3, -0.8, -0.3], [-0.1, 0.3, -0.3], [-0.1, 0.0, 0.1], [0.1, -0.1, 0.0], [0.4, 0.0, 0.2], [-0.1, -0.2, -0.1], [-0.2, -0.1, 0.1], [-0.3, -0.1, -0.1], [0.1, 0.4, 0.2], [0.5, 0.3, 0.0], [-0.1, -0.1, -0.2], [0.7, 0.5, 1.1], [-2.8, -1.1, 0.1], [2.1, -0.1, 1.2], [-1.7, 0.0, -0.7], [0.0, -0.4, -0.2], [0.5, 0.8, 0.1], [-0.5, -0.3, -0.4], [0.5, -0.4, -0.1], [0.0, -0.2, 0.1], [-0.1, 0.1, 0.2], [0.0, 0.2, -0.1], [0.2, 0.2, 0.1], [-0.2, 0.2, -0.2], [0.0, 0.4, -0.5], [0.5, -0.2, 0.1], [-0.2, -0.1, -0.2], [0.2, -0.1, 0.0]],
  "lowdin_charge": [-0.12, -0.30, -0.08, -1.10, 0.58, 0.89, 0.05, 0.08, 0.08, 0.06, 0.08, 0.08, -0.09, -0.33, -0.08, -0.05, -0.24, -0.39, -0.33, -0.42, -0.05, -0.03, -0.05, -0.07, 0.06, 0.07, 0.07, 0.10, 0.11, 0.11, 0.11, 0.09, 0.10]
}



Entry 2:
{
  "formula": "C12H15N3",
  "method": "ωB97M-V/def2-TZVPD",
  "orbital_gap_ha": 0.315,
  "smiles": "c1cc[nH]c1.c1cc[nH]c1.c1cc[nH]c1",
  "multiplicity": 1,
  "e_above_lowest_kcal_mol": 17.1,
  "e_lumo_ev": 0.7741,
  "elements": ["N", "C", "C", "C", "C", "H", "H", "H", "H", "H", "N", "C", "C", "C", "C", "H", "H", "H", "H", "H", "N", "C", "C", "C", "C", "H", "H", "H", "H", "H"],
  "positions_angstrom": [[4.27899, -0.98743, 0.78153], [4.31973, 0.29879, 1.14415], [4.94472, 1.10477, 0.21815], [5.12113, 0.24002, -0.86381], [4.76080, -1.02630, -0.50281], [3.98222, -1.81025, 1.28652], [4.08232, 0.56192, 2.16435], [5.29057, 2.12686, 0.26415], [5.61734, 0.46712, -1.79581], [4.76682, -1.94825, -1.06529], [-1.26564, -0.11220, -0.07452], [-0.76315, -0.94331, 0.88591], [0.64281, -1.03506, 0.67253], [0.88492, -0.22498, -0.46035], [-0.29921, 0.25555, -0.90902], [-2.25448, 0.08610, -0.12904], [-1.42445, -1.29987, 1.66177], [1.41997, -1.47558, 1.27948], [1.83765, -0.01626, -0.92419], [-0.58627, 0.92641, -1.70522], [-4.52531, 0.71064, -1.33372], [-4.82044, 1.62149, -0.28575], [-4.59647, 0.96813, 0.93011], [-4.30194, -0.37929, 0.60358], [-4.31206, -0.52568, -0.80759], [-4.55585, 0.93651, -2.31766], [-5.12332, 2.62939, -0.52823], [-4.73571, 1.40934, 1.90600], [-4.11593, -1.15163, 1.33522], [-4.26974, -1.40698, -1.43043]],
  "forces_ev_per_angstrom": [[0.1, -0.5, -1.7], [0.5, 1.9, 3.0], [-0.8, -0.8, 0.1], [1.2, -0.6, -1.3], [-0.2, -0.8, -0.4], [-0.1, 0.6, 0.1], [-0.2, 0.0, 0.0], [-0.5, -0.1, 0.3], [-0.2, 0.1, -0.1], [0.1, 0.1, 0.0], [-0.8, -1.3, 1.3], [1.7, 0.1, 0.2], [-2.0, 0.7, 0.2], [1.2, -0.4, -0.3], [-0.3, 1.5, -1.1], [0.2, 0.0, -0.2], [0.2, -0.2, 0.0], [-0.4, -0.2, 0.0], [0.1, -0.1, 0.1], [0.5, -0.1, -0.2], [-1.1, 1.1, 1.4], [1.1, -1.0, -0.4], [-0.6, 0.4, -1.9], [-0.2, -0.4, -1.2], [0.0, 0.3, 1.9], [-0.2, -0.1, 0.3], [0.2, -0.1, 0.1], [0.1, -0.1, -0.1], [-0.1, -0.1, -0.2], [0.3, 0.1, 0.1]],
  "lowdin_charge": [0.02, -0.18, -0.09, -0.14, -0.15, 0.15, 0.11, 0.10, 0.09, 0.11, 0.00, -0.12, -0.09, -0.13, -0.17, 0.08, 0.09, 0.07, 0.09, 0.11, 0.00, -0.10, -0.10, -0.14, -0.15, 0.15, 0.10, 0.09, 0.09, 0.11]
}



- Which formula does entry 2 have?
  C12H15N3